No. 1
Density functional theory data (ωB97M-V/def2-TZVPD) for a molecular structure, C9H36O9.

Geometry as XYZ:
```
54
Properties=species:S:1:pos:R:3
C -1.616 -1.674 -1.976
O -2.089 -1.185 -0.687
H -2.262 -1.384 -2.805
H -0.628 -1.274 -2.205
H -1.521 -2.755 -1.876
H -1.540 -1.611 -0.024
C 3.239 2.147 1.029
O 1.910 1.619 1.163
H 3.632 1.811 0.069
H 3.242 3.237 1.017
H 3.941 1.918 1.830
H 1.441 2.272 1.688
C 0.829 -0.283 2.979
O 0.011 -1.412 2.817
H 0.792 0.285 3.909
H 1.878 -0.453 2.734
H 0.505 0.441 2.231
H 0.569 -2.172 2.997
C 1.601 -2.478 -1.270
O 1.480 -3.886 -1.424
H 2.284 -2.016 -1.983
H 0.646 -1.982 -1.446
H 1.824 -2.180 -0.246
H 2.364 -4.195 -1.634
C -2.595 0.971 -1.736
O -3.931 1.295 -2.089
H -2.331 -0.040 -2.048
H -1.868 1.734 -2.013
H -2.378 0.877 -0.672
H -3.848 1.991 -2.746
C -0.446 -2.796 0.559
O -0.861 -1.471 0.860
H 0.224 -3.122 1.355
H -1.341 -3.412 0.636
H -0.117 -2.921 -0.472
H -0.862 -1.278 1.801
C 0.112 0.326 -0.329
O 0.917 1.536 -0.509
H 0.728 -0.568 -0.236
H -0.593 0.251 0.499
H -0.466 0.254 -1.250
H 1.513 1.526 0.243
C -2.724 -0.102 1.407
O -3.849 0.520 1.861
H -1.857 -0.016 2.063
H -2.876 -1.123 1.058
H -2.354 0.478 0.562
H -3.548 1.258 2.397
C 2.354 3.686 -1.545
O 1.200 3.440 -0.879
H 2.515 3.042 -2.410
H 2.368 4.708 -1.924
H 3.225 3.572 -0.900
H 1.157 2.593 -0.430
```

Computed properties:
Maximum force (eV Å⁻¹): 14.5
Gap between HOMO and LUMO (eV): 8.108
DFT total energy (eV): -28326.05730
Energy above the lowest of the compared OMol25 structures with the same formula, charge and spin (kJ/mol): 1857.2
LUMO (eV): -0.108

=====

No. 2
Density functional theory data (ωB97M-V/def2-TZVPD) for 9 unconnected molecules or ions with the total composition C9H36O9.

Geometry as XYZ:
```
54
Properties=species:S:1:pos:R:3
C 3.455 1.204 -1.932
C 2.157 1.108 -2.729
O 1.449 2.329 -2.868
H 3.126 1.321 -0.898
H 4.056 2.058 -2.241
H 4.070 0.310 -2.013
H 1.467 0.416 -2.222
H 2.287 0.641 -3.707
H 1.277 2.673 -1.984
C 3.944 -2.753 -0.922
C 2.692 -3.281 -1.605
O 1.570 -2.518 -1.185
H 4.813 -3.374 -1.144
H 3.835 -2.746 0.163
H 4.210 -1.746 -1.246
H 2.556 -4.306 -1.239
H 2.813 -3.350 -2.688
H 0.759 -2.874 -1.624
C -5.197 -0.963 -0.686
C -6.607 -1.468 -0.935
O -7.004 -1.097 -2.260
H -4.468 -1.380 -1.384
H -4.868 -1.278 0.308
H -5.158 0.119 -0.795
H -7.299 -1.011 -0.222
H -6.711 -2.547 -0.805
H -7.759 -0.509 -2.222
C -0.040 3.442 3.601
C 1.277 3.392 4.373
O 2.324 3.793 3.474
H -0.156 4.390 3.085
H -0.871 3.272 4.294
H -0.067 2.647 2.854
H 1.502 2.407 4.789
H 1.275 4.098 5.205
H 2.621 2.999 2.986
C -1.251 -0.478 -0.127
O -0.837 0.588 0.712
H -1.406 -1.387 0.463
H -2.191 -0.270 -0.636
H -0.486 -0.664 -0.882
H 0.124 0.525 0.834
O 1.730 -0.572 0.897
H 1.355 -1.073 1.633
H 2.034 -1.253 0.265
O -3.019 1.712 2.094
H -3.395 2.246 1.388
H -2.302 1.202 1.667
O -0.727 -3.373 -2.344
H -1.202 -4.047 -1.841
H -1.416 -2.808 -2.717
O 3.148 1.789 1.757
H 2.543 1.139 1.362
H 3.967 1.302 1.897
```

Computed properties:
Structure (SMILES): CCO.CCO.CCO.CCO.CO.O.O.O.O
Maximum force (eV Å⁻¹): 1.3
Gap between HOMO and LUMO (eV): 9.091
DFT total energy (eV): -28343.33066
Energy above the lowest of the compared OMol25 structures with the same formula, charge and spin (kJ/mol): 190.6
LUMO (eV): -0.108

=====

No. 3
Density functional theory data (ωB97M-V/def2-TZVPD) for 9 unconnected molecules or ions with the total composition C9H36O9.

Geometry as XYZ:
```
54
Properties=species:S:1:pos:R:3
C -16.208 1.746 9.704
O -16.017 2.797 10.710
H -16.688 0.858 10.142
H -16.841 2.157 8.882
H -15.276 1.464 9.234
H -16.901 3.236 10.769
C -11.902 3.689 3.779
O -12.040 2.383 3.215
H -12.511 3.798 4.686
H -10.882 4.005 3.953
H -12.474 4.342 3.113
H -12.492 1.795 3.855
C -12.670 3.410 11.188
O -12.762 1.996 11.438
H -12.360 3.664 10.174
H -13.632 3.940 11.271
H -11.949 3.860 11.886
H -13.592 1.670 11.054
C -10.300 -1.007 3.547
O -11.065 -1.632 2.511
H -10.917 -1.020 4.480
H -9.413 -1.602 3.822
H -10.074 0.043 3.217
H -11.933 -1.330 2.638
C -15.087 5.853 9.107
O -15.253 4.544 8.502
H -14.244 6.370 8.694
H -15.971 6.466 8.854
H -14.957 5.891 10.190
H -15.289 3.948 9.267
C -14.039 -2.814 5.244
O -14.995 -1.762 5.090
H -13.050 -2.451 5.416
H -14.380 -3.468 5.988
H -14.055 -3.318 4.330
H -14.729 -1.120 5.799
C -14.516 0.101 2.049
O -13.829 -0.228 3.232
H -14.936 -0.717 1.536
H -15.209 0.978 2.191
H -13.739 0.538 1.413
H -14.418 -0.776 3.822
C -12.983 0.249 7.402
O -14.334 0.259 6.914
H -12.406 0.769 6.642
H -12.845 0.821 8.352
H -12.646 -0.741 7.594
H -14.566 1.136 6.557
C -15.752 3.542 5.055
O -14.822 3.117 6.067
H -15.627 4.615 4.920
H -15.600 3.052 4.108
H -16.783 3.320 5.315
H -15.095 3.660 6.802
```

Computed properties:
Structure (SMILES): CO.CO.CO.CO.CO.CO.CO.CO.CO
Maximum force (eV Å⁻¹): 3.0
Gap between HOMO and LUMO (eV): 9.897
DFT total energy (eV): -28340.35878
Energy above the lowest of the compared OMol25 structures with the same formula, charge and spin (kJ/mol): 477.3
LUMO (eV): 0.228

=====

No. 4
Density functional theory data (ωB97M-V/def2-TZVPD) for 9 unconnected molecules or ions with the total composition C9H38N2O9.

Geometry as XYZ:
```
58
Properties=species:S:1:pos:R:3
C 4.099 0.162 7.080
O 3.013 -0.141 6.241
C 3.205 0.395 4.945
C 1.979 0.125 4.087
C 1.961 0.851 2.734
N 0.756 0.497 4.862
H 4.244 1.236 7.232
H 4.980 -0.392 6.745
H 3.887 -0.181 8.097
H 3.511 1.451 4.991
H 4.107 -0.059 4.508
H 2.030 -0.943 3.856
H 2.980 0.918 2.344
H 1.585 1.871 2.806
H 1.417 0.268 1.995
H 0.510 1.431 4.546
H 1.104 0.645 5.807
C -0.737 1.274 -2.816
O -1.295 0.999 -4.089
C -2.626 1.448 -4.168
C -3.145 1.148 -5.582
C -4.643 1.487 -5.705
N -2.952 -0.272 -5.854
H -1.249 0.585 -2.134
H -0.808 2.310 -2.480
H 0.311 0.975 -2.808
H -3.265 0.971 -3.413
H -2.689 2.534 -3.999
H -2.646 1.698 -6.381
H -5.278 0.607 -5.578
H -4.841 1.835 -6.721
H -5.020 2.241 -5.011
H -2.073 -0.541 -5.421
H -3.645 -0.794 -5.326
C 3.344 -0.064 -0.585
O 2.799 -1.211 0.015
H 3.384 0.850 0.025
H 4.347 -0.223 -0.974
H 2.636 0.176 -1.390
H 1.848 -1.112 0.162
O -1.130 -0.757 2.924
H -1.646 -1.263 3.559
H -0.456 -0.300 3.466
O -1.817 -3.159 -1.013
H -2.730 -3.163 -0.696
H -1.538 -4.083 -0.974
O -1.837 -1.936 -3.502
H -0.887 -2.111 -3.407
H -2.249 -2.418 -2.765
O -0.034 -1.203 -0.023
H -0.731 -1.769 -0.407
H -0.478 -0.709 0.680
O 1.046 -2.202 -2.536
H 0.818 -1.903 -1.642
H 1.687 -2.907 -2.402
O -1.912 1.629 1.695
H -1.447 2.348 2.134
H -1.786 0.850 2.273
```

Computed properties:
Structure (SMILES): COC[C@H](C)N.COC[C@H](C)N.CO.O.O.O.O.O.O
Maximum force (eV Å⁻¹): 1.7
Gap between HOMO and LUMO (eV): 8.291
DFT total energy (eV): -31355.90371
Energy above the lowest of the compared OMol25 structures with the same formula, charge and spin (kJ/mol): 88.6
LUMO (eV): -0.006

=====

Which of these has the lowest DFT total energy?
C9H38N2O9